[1]
{
  "formula": "C12H17N2NiO4STe",
  "method": "ωB97M-V/def2-TZVPD",
  "elements": ["Ni", "N", "C", "C", "O", "N", "C", "C", "O", "O", "H", "H", "H", "H", "H", "H", "C", "S", "C", "O", "H", "H", "H", "H", "H", "H", "Te", "C", "C", "C", "C", "C", "C", "H", "H", "H", "H", "H"],
  "xyz": [[-0.28231, 0.38594, 0.40059], [-0.64562, 2.23683, 0.84483], [-1.15006, 2.30601, 2.23492], [-1.84298, 0.98847, 2.60234], [-2.58310, 0.91167, 3.58623], [-1.46571, 0.02703, 1.77427], [-1.79685, -1.35880, 1.96958], [-0.97899, -2.17529, 0.96372], [-1.05058, -3.39167, 0.93536], [-0.20730, -1.46983, 0.17863], [-1.35497, 2.52616, 0.17878], [0.16680, 2.81936, 0.67660], [-0.28831, 2.39984, 2.89625], [-1.81274, 3.15611, 2.40086], [-1.55967, -1.69797, 2.98244], [-2.85898, -1.56971, 1.81011], [4.26630, -0.57609, 2.96788], [2.54211, -0.74827, 2.47238], [2.86175, -1.61295, 0.93784], [2.08884, 0.63302, 2.13853], [4.71445, -1.56141, 3.09628], [4.28263, -0.03394, 3.91151], [4.78933, -0.00656, 2.19961], [3.27807, -2.59201, 1.18048], [3.54467, -1.02668, 0.32325], [1.90031, -1.72596, 0.43603], [1.24389, 1.00529, -1.55507], [-0.26485, 0.56441, -2.97827], [-0.96757, -0.63912, -2.87905], [-1.96540, -0.94874, -3.79242], [-2.27438, -0.07140, -4.82538], [-1.57886, 1.12404, -4.93165], [-0.58536, 1.44112, -4.01238], [-0.73870, -1.32076, -2.06764], [-2.50575, -1.88300, -3.69376], [-3.05274, -0.31669, -5.53798], [-1.81289, 1.81944, -5.73003], [-0.05450, 2.38209, -4.09572]],
  "nbo_charge": [0.917, -0.800, -0.312, 0.628, -0.704, -0.689, -0.347, 0.781, -0.675, -0.802, 0.392, 0.406, 0.224, 0.191, 0.210, 0.205, -0.828, 1.258, -0.849, -1.004, 0.219, 0.228, 0.227, 0.217, 0.228, 0.303, -0.269, -0.206, -0.261, -0.203, -0.250, -0.223, -0.266, 0.251, 0.203, 0.197, 0.196, 0.206],
  "e_homo_ev": -4.07,
  "total_charge": -1,
  "gap_ev": 6.6
}



[2]
{
  "formula": "C12H17N2O3",
  "method": "ωB97M-V/def2-TZVPD",
  "elements": ["C", "C", "C", "C", "N", "C", "C", "C", "O", "C", "C", "O", "C", "C", "O", "C", "N", "H", "H", "H", "H", "H", "H", "H", "H", "H", "H", "H", "H", "H", "H", "H", "H", "H"],
  "xyz": [[-3.50859, -0.31165, 1.47827], [-3.11527, -0.42583, 0.07783], [-2.74625, 0.90380, -0.72385], [-1.19007, 1.07506, -1.04719], [-0.40288, -0.06656, -1.59816], [0.89172, 0.29292, -1.56106], [1.96107, -0.72756, -2.14008], [2.73171, -1.60223, -1.03212], [2.83003, -0.97607, 0.27058], [2.42900, -1.86800, 1.31506], [1.40950, -1.24021, 2.40298], [2.79777, -3.04628, 1.43262], [1.09842, 1.77098, -0.94609], [-0.25370, 1.91492, -0.04836], [0.13677, 1.30270, 1.21238], [-0.82198, 1.62874, 2.20179], [-1.56385, 1.71249, 3.13028], [-4.57988, -0.00734, 1.73483], [-2.72134, -0.58847, 2.26272], [-3.08831, -1.41380, -0.49877], [-3.06785, 1.81666, -0.11454], [-3.36230, 0.90147, -1.70042], [-1.22696, 1.78250, -1.96346], [-0.75594, -0.96006, -1.98199], [2.74234, -0.22499, -2.80967], [1.38654, -1.47173, -2.80299], [3.81205, -1.72622, -1.41399], [2.24360, -2.62889, -0.98218], [1.82052, -0.18413, 2.61664], [0.41267, -1.12642, 1.85564], [1.35964, -1.87464, 3.34124], [1.99447, 1.95530, -0.27353], [0.94510, 2.52660, -1.79844], [-0.65292, 2.95750, 0.16247]],
  "nbo_charge": [-0.336, -0.263, -0.472, -0.078, -0.481, 0.531, -0.511, -0.072, -0.559, 0.799, -0.715, -0.534, -0.501, 0.106, -0.494, 0.497, -0.312, 0.237, 0.224, 0.216, 0.256, 0.231, 0.232, 0.467, 0.276, 0.243, 0.225, 0.223, 0.239, 0.227, 0.267, 0.300, 0.281, 0.253],
  "e_homo_ev": -10.85,
  "total_charge": 1,
  "gap_ev": 6.0,
  "smiles": "C=CC[C@@H]1[NH+]=C(CCOC(C)=O)C[C@@H]1OC#N"
}



[3]
{
  "formula": "C12H17N3O",
  "method": "ωB97M-V/def2-TZVPD",
  "elements": ["C", "N", "C", "C", "C", "N", "C", "O", "C", "C", "C", "N", "C", "C", "H", "H", "H", "H", "H", "C", "C", "H", "H", "H", "H", "H", "H", "H", "H", "H", "H", "H", "H"],
  "xyz": [[-3.90423, -0.89219, -0.17846], [-2.47511, -0.34499, -0.13218], [-2.01207, -0.28263, 1.22537], [-0.79457, 0.36025, 1.38636], [-0.11844, 0.35012, -0.09370], [0.04832, -0.86337, -0.46075], [1.17682, -1.57328, -0.44561], [1.29849, -2.58617, -1.09180], [2.45846, -0.64426, -0.38924], [2.97917, 0.32426, -1.12338], [4.07433, 1.20299, -0.78545], [4.78052, 0.77193, 0.13050], [4.50382, -0.50183, 0.88993], [3.33162, -0.94138, 0.82179], [3.01214, -1.86029, 1.30238], [5.06167, -0.59167, 1.95933], [4.54257, 1.65459, -1.36060], [2.32377, 0.61472, -1.89389], [-0.64047, -1.18339, -0.78892], [-1.06315, 1.39315, -0.77147], [-2.56216, 1.00470, -0.75468], [-3.17198, 1.14950, -1.45698], [-2.98351, 1.86111, 0.07125], [-0.93071, 2.46089, -0.55016], [-0.74977, 1.28521, -2.15736], [0.90130, 1.05309, 0.18762], [-1.02402, 1.21138, 1.79698], [-0.16621, 0.03675, 2.08991], [-2.11631, -1.46043, 1.63551], [-2.89417, 0.01431, 2.00606], [-3.93959, -1.80155, 0.06905], [-4.74961, -0.34355, 0.15928], [-4.19691, -0.87795, -1.29670]],
  "nbo_charge": [-0.388, -0.465, -0.202, -0.488, -0.013, -0.602, 0.667, -0.556, -0.062, -0.248, 0.060, -0.366, -0.032, -0.237, 0.213, 0.217, 0.165, 0.200, 0.394, -0.343, -0.194, 0.190, 0.120, 0.229, 0.146, 0.243, 0.209, 0.218, 0.186, 0.178, 0.185, 0.190, 0.186],
  "e_homo_ev": -8.94,
  "gap_ev": 9.5
}



[4]
{
  "formula": "C12H17N3O",
  "method": "ωB97M-V/def2-TZVPD",
  "elements": ["C", "C", "C", "N", "C", "C", "O", "C", "C", "C", "C", "N", "C", "C", "N", "C", "H", "H", "H", "H", "H", "H", "H", "H", "H", "H", "H", "H", "H", "H", "H", "H", "H"],
  "xyz": [[-3.49158, -0.58002, -1.51536], [-3.02666, -0.58276, -0.05587], [-3.19837, -1.96922, 0.56193], [-1.64111, -0.17526, 0.11364], [-1.32439, 1.21822, -0.14139], [-0.23122, 1.65955, 0.86533], [-0.60516, 1.24628, 2.15351], [1.13269, 1.13444, 0.46714], [2.06719, 1.97830, -0.13488], [3.31924, 1.52951, -0.48989], [3.69651, 0.20407, -0.26084], [4.95755, -0.23192, -0.55209], [2.75238, -0.65209, 0.33853], [3.08018, -2.00272, 0.56745], [3.35330, -3.10717, 0.72958], [1.49094, -0.17956, 0.70247], [-2.89930, -1.28163, -2.10193], [-3.38717, 0.41134, -1.95174], [-4.53653, -0.87429, -1.57889], [-3.63757, 0.13036, 0.51172], [-2.60461, -2.70303, 0.02020], [-2.87556, -1.96400, 1.59861], [-4.24290, -2.27012, 0.52207], [-1.03286, -0.78469, -0.41961], [-0.98911, 1.42076, -1.16805], [-2.21956, 1.81369, 0.05637], [-0.18875, 2.75508, 0.88622], [-1.03875, 0.38487, 2.03280], [1.80434, 3.01118, -0.31646], [4.03241, 2.20159, -0.94598], [5.53858, 0.33805, -1.14143], [5.14186, -1.21963, -0.53595], [0.80399, -0.85917, 1.18282]],
  "nbo_charge": [-0.627, -0.037, -0.606, -0.667, -0.238, 0.094, -0.718, -0.098, -0.145, -0.293, 0.305, -0.810, -0.277, 0.288, -0.331, -0.135, 0.201, 0.208, 0.213, 0.187, 0.201, 0.216, 0.211, 0.367, 0.185, 0.200, 0.179, 0.482, 0.212, 0.211, 0.391, 0.401, 0.229],
  "e_homo_ev": -8.30,
  "gap_ev": 8.9,
  "smiles": "CC(C)NC[C@@H](O)c1ccc(N)c(C#N)c1"
}



[5]
{
  "formula": "C12H17N3O4OsS2",
  "method": "ωB97M-V/def2-TZVPD",
  "elements": ["Os", "C", "C", "C", "C", "C", "C", "C", "S", "O", "O", "N", "C", "C", "O", "O", "H", "H", "H", "H", "H", "H", "H", "H", "H", "C", "H", "H", "C", "N", "C", "N", "S", "H", "H", "H", "H", "H", "H"],
  "xyz": [[0.05400, 0.42200, -0.04310], [-0.03510, 6.36310, -0.84810], [0.75320, 5.12030, -1.11190], [1.87700, 4.81630, -0.35190], [2.51110, 3.59370, -0.48680], [2.02060, 2.66680, -1.38860], [0.93250, 2.97090, -2.18950], [0.31990, 4.20710, -2.06800], [2.51950, 0.94850, -1.20360], [3.91560, 0.72110, -1.42930], [1.56150, 0.18310, -2.01550], [1.98940, 0.76150, 0.28860], [2.64570, 0.40740, 1.49470], [1.52110, 0.04920, 2.50780], [1.73920, 0.05890, 3.70320], [0.35770, -0.16280, 2.00110], [0.52180, 7.05670, -0.22510], [-0.94880, 6.08180, -0.32440], [-0.31700, 6.85740, -1.77430], [2.22080, 5.52460, 0.38640], [3.35900, 3.33140, 0.12840], [0.57540, 2.23380, -2.89360], [-0.53160, 4.44550, -2.68710], [3.23030, 1.24490, 1.90750], [3.33160, -0.44020, 1.37380], [-1.69920, -0.23160, -0.72640], [-2.60220, 0.36200, -0.88730], [-1.92890, -1.28710, -0.88120], [-2.94440, 2.40040, 4.11310], [-2.51540, 2.41660, 2.73690], [-1.25020, 2.47170, 2.32070], [-0.23790, 2.47770, 3.19900], [-0.97320, 2.76090, 0.65950], [-4.02800, 2.48220, 4.14790], [-2.50880, 3.24470, 4.64990], [-2.65030, 1.47710, 4.61590], [-3.20020, 2.45410, 1.99840], [-0.34780, 2.05420, 4.10920], [0.69330, 2.41380, 2.81770]],
  "nbo_charge": [1.310, -0.632, 0.012, -0.203, -0.211, -0.249, -0.227, -0.209, 2.306, -0.911, -0.948, -0.999, -0.342, 0.770, -0.644, -0.755, 0.216, 0.228, 0.222, 0.213, 0.224, 0.250, 0.217, 0.208, 0.230, -0.695, 0.181, 0.180, -0.431, -0.560, 0.360, -0.761, -0.261, 0.228, 0.209, 0.211, 0.426, 0.414, 0.424],
  "e_homo_ev": [-7.00, -8.85],
  "gap_ev": [6.7, 7.9],
  "spin_multiplicity": 5
}



[6]
{
  "formula": "C12H17NO",
  "method": "ωB97M-V/def2-TZVPD",
  "elements": ["C", "N", "C", "C", "C", "C", "C", "C", "O", "C", "C", "C", "C", "C", "H", "H", "H", "H", "H", "H", "H", "H", "H", "H", "H", "H", "H", "H", "H", "H", "H"],
  "xyz": [[1.61466, 1.17623, 2.91273], [0.23570, 0.51262, 2.62295], [-0.57427, 0.94071, 1.50148], [-1.83269, 0.44890, 1.50014], [-2.10279, -1.06410, 1.21572], [-1.43245, -1.48602, -0.13493], [-0.22859, -0.48528, -0.47165], [0.39756, -0.69825, -1.73735], [0.13680, -1.94787, -2.26949], [0.50303, -1.87750, -3.69890], [1.47928, 0.07289, -2.03070], [1.66519, 1.35892, -1.39965], [0.90982, 1.71698, -0.32169], [0.16965, 0.67042, 0.23052], [1.66627, 0.93933, 4.00181], [2.30832, 0.79932, 2.24735], [1.56500, 2.22410, 2.52583], [-0.25404, 0.93584, 3.40427], [-0.72890, 2.07965, 1.60681], [-2.09430, 0.65197, 2.41319], [-2.55309, 1.04380, 0.77871], [-1.91860, -1.94770, 2.13034], [-3.26637, -1.17625, 1.25596], [-1.87675, -1.31869, -1.22576], [-1.16098, -2.47554, -0.13483], [0.00835, -2.61819, -4.15023], [0.30106, -0.99447, -4.31477], [1.67145, -1.93405, -3.79148], [2.24450, -0.30229, -2.85820], [2.30822, 2.04059, -1.75731], [0.83893, 2.71395, -0.05085]],
  "nbo_charge": [-0.424, -0.602, -0.093, -0.395, -0.404, -0.428, -0.037, 0.260, -0.498, -0.253, -0.282, -0.195, -0.253, 0.059, 0.216, 0.201, 0.173, 0.329, 0.152, 0.204, 0.208, 0.218, 0.215, 0.230, 0.223, 0.186, 0.190, 0.171, 0.216, 0.199, 0.214],
  "e_homo_ev": -8.46,
  "gap_ev": 9.3,
  "smiles": "CN[C@@H]1CCCc2c(OC)cccc21"
}



[7]
{
  "formula": "C12H17NO2",
  "method": "ωB97M-V/def2-TZVPD",
  "elements": ["C", "C", "C", "C", "C", "C", "C", "C", "C", "C", "C", "C", "N", "O", "O", "H", "H", "H", "H", "H", "H", "H", "H", "H", "H", "H", "H", "H", "H", "H", "H", "H"],
  "xyz": [[0.02259, -2.10223, -0.50969], [2.83236, -0.97470, 0.65272], [-0.50434, -2.96364, -1.32794], [3.65701, -1.98118, 0.64724], [2.38650, 1.12308, -0.41151], [-1.83687, -0.87351, 0.50883], [-0.76674, 0.20662, -1.38747], [0.61735, -0.13723, 0.96533], [-2.44714, 0.55699, 0.91368], [-1.51926, 1.43261, -0.95749], [-0.44306, -0.70911, -0.16486], [1.95243, 2.44783, -0.08405], [2.01338, 0.08238, 0.50076], [3.14599, 0.88258, -1.30317], [-2.74920, 1.28804, -0.33455], [-1.56130, -2.67013, -1.72649], [-0.11527, -3.80046, -1.60697], [4.43224, -2.13106, 1.39020], [3.48648, -2.79778, 0.09296], [-1.86256, -1.30089, 1.46788], [-2.66141, -1.23615, -0.12592], [-1.14719, -0.54074, -2.14432], [0.30571, 0.28923, -1.62126], [0.17993, 0.83514, 1.31015], [0.53481, -0.87859, 1.70194], [-3.36907, 0.25393, 1.44537], [-1.86096, 1.28487, 1.53293], [-0.92893, 2.09723, -0.37988], [-1.82288, 2.04194, -1.85998], [2.52773, 3.28444, -0.53819], [2.10711, 2.66425, 0.99326], [0.88910, 2.57199, -0.37939]],
  "nbo_charge": [0.164, 0.236, -0.510, -0.441, 0.657, -0.421, -0.468, -0.195, -0.086, -0.087, -0.152, -0.726, -0.491, -0.537, -0.526, 0.188, 0.200, 0.195, 0.194, 0.209, 0.230, 0.237, 0.238, 0.205, 0.225, 0.197, 0.172, 0.159, 0.205, 0.257, 0.237, 0.235],
  "e_homo_ev": [-6.10, -8.57],
  "gap_ev": [5.7, 9.3]
}



Q: Which ΔE to the lowest compared entry with this formula, charge and spin values were calculated for the entries above? A: 20.3, 829.0, 1258.5, 28.5, 161.2, 606.9, 823.8, in kJ/mol.
Q: Which maximum force values were calculated for the entries above? A: 0.14, 4.56, 15.46, 0.93, 3.78, 8.34, 6.60, in eV/Å.